No. 1
{
  "formula": "C36H36CsN8O3Se",
  "method": "ωB97M-V with the def2-TZVPD basis set",
  "gap_ev": 5.5,
  "e_above_lowest_kcal_mol": 15.9,
  "total_charge": -1,
  "elements": ["Cs", "N", "C", "C", "O", "N", "C", "C", "O", "O", "H", "H", "H", "H", "H", "H", "C", "C", "C", "C", "C", "C", "C", "C", "N", "C", "C", "C", "C", "N", "C", "C", "C", "C", "C", "C", "C", "C", "H", "H", "H", "H", "H", "H", "H", "H", "H", "H", "H", "H", "H", "H", "H", "H", "H", "H", "H", "H", "H", "H", "H", "H", "Se", "N", "C", "C", "C", "C", "C", "N", "C", "C", "N", "C", "C", "C", "C", "C", "N", "H", "H", "H", "H", "H", "H"],
  "xyz": [[-1.135, -0.090, 1.109], [2.434, 1.958, 2.811], [1.779, 0.847, 3.496], [0.232, 0.875, 3.422], [-0.249, 1.921, 2.885], [-0.525, -0.129, 3.765], [0.033, -1.433, 4.029], [-0.750, -2.585, 3.334], [-0.637, -3.723, 3.831], [-1.434, -2.284, 2.317], [1.843, 2.768, 2.999], [2.278, 1.819, 1.818], [2.070, 0.851, 4.553], [2.179, -0.092, 3.107], [0.034, -1.676, 5.099], [1.081, -1.561, 3.718], [-1.091, -2.175, -2.494], [0.030, -1.323, -3.018], [1.145, -1.891, -3.622], [2.205, -1.111, -4.056], [2.157, 0.265, -3.892], [1.063, 0.870, -3.289], [1.003, 2.353, -3.055], [0.002, 0.066, -2.855], [-1.019, 0.668, -2.104], [-2.095, 1.119, -2.588], [-2.497, 1.069, -4.037], [-3.066, 1.758, -1.610], [-4.411, 2.221, -2.099], [-2.653, 1.855, -0.423], [-3.371, 2.361, 0.676], [-2.952, 3.605, 1.168], [-1.788, 4.306, 0.530], [-3.565, 4.105, 2.307], [-4.525, 3.365, 2.980], [-4.853, 2.099, 2.533], [-4.269, 1.559, 1.388], [-4.587, 0.138, 1.004], [-0.980, -3.204, -2.833], [-2.070, -1.814, -2.816], [-1.081, -2.184, -1.401], [1.183, -2.968, -3.739], [3.072, -1.576, -4.508], [2.989, 0.880, -4.215], [1.952, 2.827, -3.308], [0.759, 2.568, -2.012], [0.221, 2.825, -3.658], [-1.736, 0.566, -4.631], [-2.641, 2.080, -4.426], [-3.446, 0.543, -4.156], [-4.986, 1.386, -2.506], [-4.299, 2.957, -2.898], [-4.972, 2.669, -1.281], [-0.903, 3.675, 0.658], [-1.601, 5.261, 1.020], [-1.933, 4.484, -0.538], [-3.249, 5.066, 2.694], [-4.981, 3.757, 3.880], [-5.554, 1.492, 3.093], [-5.559, -0.150, 1.404], [-3.864, -0.585, 1.402], [-4.624, -0.005, -0.078], [6.933, -4.454, 1.110], [6.569, -2.780, 0.595], [5.268, -2.677, 0.536], [4.582, -1.459, 0.136], [5.276, -0.297, -0.203], [4.561, 0.815, -0.581], [3.170, 0.727, -0.603], [2.493, -0.356, -0.272], [3.178, -1.447, 0.095], [2.409, -2.659, 0.439], [1.077, -2.585, 0.342], [0.383, -3.660, 0.654], [0.915, -4.871, 1.093], [2.284, -4.955, 1.180], [3.058, -3.838, 0.839], [4.509, -3.861, 0.891], [5.209, -4.909, 1.237], [6.357, -0.296, -0.163], [5.052, 1.742, -0.843], [2.575, 1.587, -0.892], [-0.693, -3.541, 0.612], [0.259, -5.672, 1.396], [2.782, -5.854, 1.519]]
}


No. 2
{
  "formula": "C10H16O2",
  "method": "ωB97M-V with the def2-TZVPD basis set",
  "gap_ev": 9.5,
  "e_above_lowest_kcal_mol": 107.0,
  "smiles": "CC1=C[C@H]2OO[C@@H]1C[C@@H]2C(C)C",
  "elements": ["C", "C", "C", "C", "O", "O", "C", "C", "C", "C", "C", "C", "H", "H", "H", "H", "H", "H", "H", "H", "H", "H", "H", "H", "H", "H", "H", "H"],
  "xyz": [[-2.665, -2.804, 0.312], [-1.875, -1.508, 0.263], [-1.989, -0.585, -0.658], [-1.069, 0.656, -0.456], [-1.412, 1.077, 0.785], [-1.077, 0.179, 1.852], [-0.839, -1.100, 1.261], [0.561, -0.921, 0.424], [0.436, 0.279, -0.503], [1.468, 1.392, -0.007], [1.155, 2.741, -0.760], [2.946, 0.847, -0.231], [-2.406, -3.291, 1.260], [-2.316, -3.469, -0.447], [-3.654, -2.566, 0.154], [-2.677, -0.775, -1.417], [-1.398, 1.421, -1.200], [-0.629, -1.642, 2.152], [1.226, -0.807, 1.288], [0.765, -1.900, -0.062], [0.781, 0.044, -1.573], [1.329, 1.509, 1.080], [0.148, 3.158, -0.529], [1.208, 2.595, -1.852], [1.953, 3.466, -0.520], [3.185, -0.073, 0.382], [3.241, 0.645, -1.318], [3.607, 1.430, 0.322]]
}


No. 3
{
  "formula": "C2H4GdO2",
  "method": "ωB97M-V with the def2-TZVPD basis set",
  "gap_ev": [7.3, 6.5],
  "spin_multiplicity": 9,
  "s_squared": 20.0367,
  "elements": ["H", "C", "C", "O", "H", "H", "Gd", "O", "H"],
  "xyz": [[-0.155, -2.011, 0.048], [0.644, -1.423, -0.450], [0.338, -0.256, -1.067], [-0.831, 0.335, -1.111], [1.620, -1.883, -0.608], [1.176, 0.320, -1.502], [-2.150, 1.512, 0.428], [-0.796, 1.686, 2.196], [0.154, 1.721, 2.067]]
}


No. 4
{
  "formula": "C13H30B3ClFN2O6P",
  "method": "ωB97M-V with the def2-TZVPD basis set",
  "gap_ev": 8.7,
  "elements": ["C", "C", "F", "C", "B", "O", "B", "C", "C", "C", "Cl", "O", "B", "P", "C", "O", "O", "H", "H", "H", "H", "H", "H", "H", "H", "H", "H", "H", "H", "H", "H", "H", "H", "C", "C", "O", "N", "C", "H", "H", "H", "H", "H", "H", "H", "C", "C", "O", "N", "C", "H", "H", "H", "H", "H", "H", "H"],
  "xyz": [[-1.333, 3.296, 1.055], [-0.693, 3.625, -0.261], [0.597, 4.101, -0.061], [-0.702, 2.520, -1.299], [-0.225, 1.102, -0.841], [0.492, 0.820, 0.295], [0.302, -0.496, 0.660], [1.438, -1.350, 1.310], [2.254, -1.980, 0.143], [1.607, -3.273, -0.273], [2.676, -4.154, -1.402], [-0.929, -1.109, 0.405], [-1.368, -0.821, -0.865], [-2.991, -1.465, -1.670], [-4.210, -0.204, -1.103], [-3.402, -2.801, -0.770], [-0.563, -0.005, -1.639], [-0.909, 2.427, 1.541], [-2.406, 3.200, 0.972], [-1.167, 4.133, 1.715], [-1.259, 4.456, -0.676], [-0.017, 2.823, -2.090], [-1.667, 2.465, -1.780], [0.966, -2.151, 1.863], [2.056, -0.761, 1.972], [2.307, -1.319, -0.707], [3.246, -2.216, 0.498], [1.388, -3.880, 0.588], [0.676, -3.117, -0.798], [-4.104, 0.664, -1.735], [-5.203, -0.617, -1.150], [-3.969, 0.110, -0.096], [-2.961, -3.571, -1.166], [-4.516, 3.718, 4.516], [-4.269, 4.748, 3.440], [-3.145, 5.026, 3.055], [-5.356, 5.366, 2.904], [-6.756, 5.168, 3.231], [-3.559, 3.320, 4.838], [-5.015, 4.169, 5.375], [-5.125, 2.899, 4.133], [-5.123, 6.042, 2.193], [-7.302, 4.842, 2.344], [-7.192, 6.106, 3.580], [-6.871, 4.419, 4.006], [8.100, -3.598, -2.953], [6.759, -3.880, -2.316], [6.257, -3.126, -1.502], [6.119, -5.023, -2.686], [6.556, -6.033, -3.631], [8.478, -2.661, -2.558], [8.812, -4.390, -2.719], [8.002, -3.509, -4.035], [5.231, -5.152, -2.227], [5.830, -6.124, -4.440], [6.635, -7.000, -3.130], [7.522, -5.778, -4.053]]
}